Entry 1:
Density functional theory data (the ωB97M-V functional and the def2-TZVPD basis) for a structure of composition C37H41AsBrF6IN3O2Ti.

Properties
Spin multiplicity   2
Charge   +2
Gap between HOMO and LUMO (spin up / spin down)   6.3 / 5.2 eV
E_HOMO (spin up / spin down)   -13.77 / -13.77 eV

Each line ends with the Mulliken spin population.
Atoms and positions in Å:
Ti  0.108  -0.339  -0.155  0.03
C  2.662  -2.647  -2.562  0.00
C  2.898  -1.221  -3.055  0.00
C  3.726  -0.404  -2.078  0.00
C  1.702  -0.466  -3.617  0.00
C  1.967  0.296  -4.751  0.00
C  0.958  0.922  -5.456  0.00
C  -0.353  0.724  -5.072  0.00
C  -0.678  -0.024  -3.946  0.00
C  -2.148  -0.310  -3.705  0.00
C  -3.010  0.955  -3.763  0.00
C  -2.652  -1.324  -4.738  0.00
C  0.374  -0.549  -3.173  0.00
N  0.043  -1.209  -1.915  0.00
C  -0.554  -2.469  -2.092  0.00
O  -0.566  -3.113  -3.103  0.00
C  -1.233  -2.921  -0.839  0.00
C  -1.986  -4.071  -0.705  0.00
C  -2.587  -4.318  0.523  0.00
C  -2.411  -3.422  1.574  -0.01
C  -1.622  -2.311  1.354  -0.02
N  -1.055  -2.073  0.170  0.00
C  -1.290  -1.290  2.390  -0.03
O  -1.880  -1.187  3.431  0.07
N  -0.253  -0.421  1.981  0.24
C  0.511  0.082  2.994  0.20
C  0.844  1.490  2.999  0.10
C  1.636  1.971  4.010  0.01
C  2.089  1.127  5.026  0.14
C  1.767  -0.229  5.034  0.01
C  1.004  -0.794  4.042  0.12
C  0.833  -2.298  4.041  0.02
C  2.184  -3.021  3.986  0.01
C  0.032  -2.749  5.268  0.01
C  0.147  2.448  2.069  0.07
C  0.992  3.659  1.684  0.00
C  -1.165  2.881  2.741  0.03
H  3.615  -3.171  -2.482  0.00
H  2.035  -3.192  -3.265  0.00
H  2.187  -2.684  -1.580  0.00
H  3.575  -1.316  -3.911  0.00
H  3.089  -0.357  -1.140  0.00
H  3.853  0.647  -2.335  0.00
H  4.678  -0.873  -1.835  0.00
H  2.987  0.367  -5.108  0.00
H  1.188  1.510  -6.333  0.00
H  -1.151  1.143  -5.671  0.00
H  -2.271  -0.756  -2.715  0.00
H  -3.177  1.263  -4.796  0.00
H  -2.555  1.796  -3.242  0.00
H  -3.992  0.767  -3.329  0.00
H  -2.542  -0.922  -5.745  0.00
H  -3.712  -1.526  -4.578  0.00
H  -2.103  -2.264  -4.689  0.00
H  -2.092  -4.733  -1.553  0.00
H  -3.192  -5.204  0.663  0.00
H  -2.863  -3.569  2.545  0.00
H  1.872  3.024  4.058  0.01
H  2.698  1.534  5.823  0.00
H  2.164  -0.854  5.823  0.01
H  0.294  -2.606  3.140  0.00
H  2.840  -2.719  4.802  0.00
H  2.709  -2.843  3.046  0.00
H  2.018  -4.094  4.081  0.00
H  0.592  -2.553  6.183  0.00
H  -0.140  -3.824  5.219  0.00
H  -0.927  -2.241  5.340  0.00
H  -0.126  1.929  1.146  -0.01
H  1.108  4.349  2.519  0.00
H  0.489  4.209  0.888  0.00
H  1.983  3.374  1.331  0.00
H  -0.953  3.389  3.682  0.00
H  -1.815  2.030  2.956  0.00
H  -1.702  3.575  2.095  0.00
F  0.499  1.159  -0.980  0.00
As  3.495  -0.504  0.686  0.00
F  1.862  -1.346  0.459  0.00
F  2.493  0.893  0.633  0.00
F  3.485  -0.647  2.351  0.00
F  4.892  0.395  0.440  0.00
F  4.190  -1.997  0.330  0.00
Br  -4.903  2.697  1.427  0.00
C  -3.616  3.490  0.308  0.00
C  -3.621  4.872  0.161  0.00
C  -2.678  5.490  -0.644  0.00
C  -1.728  4.738  -1.319  0.00
C  -1.713  3.357  -1.189  0.00
C  -2.653  2.751  -0.370  0.00
I  -2.653  0.663  -0.161  0.01
H  -4.369  5.454  0.681  0.00
H  -2.696  6.566  -0.750  0.00
H  -1.002  5.221  -1.959  0.00
H  -0.985  2.768  -1.726  0.00

Entry 2:
Density functional theory data (the ωB97M-V functional and the def2-TZVPD basis) for a structure of composition C37H41ClF32N2O8S2.

Properties
Gap between HOMO and LUMO   8.3 eV
E_HOMO   -8.44 eV

Each line ends with the Löwdin charge.
Atoms and positions in Å:
C  -2.925  -0.442  2.294  -0.06
C  -1.564  0.079  1.887  -0.26
O  -1.042  -0.772  0.882  -0.15
C  -0.128  -0.154  -0.003  -0.21
C  0.096  -1.111  -1.181  -0.10
C  1.477  -1.711  -1.254  -0.11
C  2.608  -0.845  -1.519  -0.10
C  2.328  0.600  -1.865  -0.13
C  1.493  0.805  -3.156  -0.17
C  1.997  1.911  -4.095  -0.21
C  2.474  3.150  -3.337  -0.29
S  2.509  4.577  -4.404  0.35
O  1.450  4.514  -5.359  -0.33
O  3.854  4.854  -4.802  -0.33
Cl  1.984  6.021  -3.051  0.38
C  3.900  -1.310  -1.484  -0.10
C  5.149  -0.483  -1.674  -0.11
C  6.249  -0.717  -0.620  -0.25
O  5.721  -0.949  0.684  -0.06
C  4.066  -2.717  -1.290  -0.29
N  5.230  -3.384  -1.328  -0.22
S  4.892  -4.922  -1.075  1.01
N  3.293  -4.861  -0.921  -0.23
C  2.943  -3.570  -1.072  -0.30
C  1.620  -3.046  -1.030  -0.15
C  0.486  -3.988  -0.727  -0.02
H  -3.588  -0.440  1.429  0.04
H  -3.358  0.152  3.095  0.09
H  -2.825  -1.478  2.617  0.09
H  -1.626  1.105  1.511  0.11
H  -0.883  0.084  2.746  0.12
H  0.815  0.019  0.529  0.13
H  -0.524  0.813  -0.331  0.12
H  -0.643  -1.893  -1.039  0.10
H  -0.156  -0.623  -2.122  0.09
H  1.825  1.084  -1.025  0.11
H  3.273  1.104  -2.007  0.07
H  0.456  1.023  -2.901  0.10
H  1.477  -0.137  -3.707  0.13
H  2.774  1.536  -4.762  0.13
H  1.170  2.207  -4.740  0.10
H  3.503  3.060  -2.999  0.10
H  1.829  3.365  -2.489  0.09
H  4.928  0.582  -1.644  0.09
H  5.578  -0.672  -2.663  0.13
H  6.851  -1.577  -0.873  0.07
H  6.874  0.179  -0.596  0.12
H  5.450  -0.106  1.058  0.09
H  0.880  -4.972  -0.491  0.07
H  -0.091  -3.628  0.125  0.09
H  -0.194  -4.070  -1.575  0.09
C  -7.325  0.306  -0.410  -0.04
C  -7.252  -0.884  0.556  -0.44
C  -6.364  -0.741  1.795  -0.27
F  -5.073  -0.577  1.452  0.02
F  -6.466  -1.881  2.523  0.09
F  -6.935  -2.013  -0.106  0.14
F  -8.514  -1.027  1.058  0.10
O  -6.519  0.245  -1.569  0.06
C  -5.241  0.719  -1.593  -0.54
C  -4.232  -0.377  -1.962  -0.28
F  -4.292  -1.384  -1.072  0.11
F  -2.992  0.159  -1.931  0.10
F  -4.900  1.345  -0.458  0.15
F  -5.164  1.635  -2.596  0.13
H  -8.343  0.281  -0.793  0.15
H  -7.201  1.250  0.122  0.15
H  -6.689  0.099  2.412  0.18
H  -4.444  -0.757  -2.962  0.18
C  10.846  -2.060  0.728  -0.04
C  10.016  -2.218  -0.552  -0.44
C  10.539  -3.165  -1.635  -0.31
F  11.726  -2.741  -2.111  0.10
F  9.650  -3.181  -2.653  0.10
F  9.747  -1.010  -1.090  0.13
F  8.836  -2.775  -0.154  0.10
O  11.682  -0.925  0.820  0.05
C  12.975  -0.927  0.387  -0.55
C  13.211  0.129  -0.701  -0.29
F  12.409  -0.098  -1.758  0.10
F  14.497  0.047  -1.106  0.10
F  13.388  -2.142  -0.014  0.15
F  13.755  -0.558  1.431  0.14
H  10.105  -1.907  1.510  0.15
H  11.382  -2.980  0.964  0.15
H  10.644  -4.178  -1.238  0.17
H  13.015  1.125  -0.298  0.17
C  -8.454  -2.865  7.135  -0.04
C  -9.361  -4.097  7.249  -0.44
C  -8.858  -5.278  8.085  -0.31
F  -7.732  -5.795  7.557  0.10
F  -9.811  -6.236  8.087  0.10
F  -9.735  -4.524  6.028  0.14
F  -10.479  -3.667  7.908  0.10
O  -7.679  -2.737  5.962  0.05
C  -6.419  -3.250  5.854  -0.55
C  -6.316  -4.269  4.712  -0.28
F  -7.172  -5.290  4.920  0.10
F  -5.056  -4.759  4.692  0.10
F  -5.968  -3.764  7.012  0.15
F  -5.595  -2.229  5.519  0.14
H  -9.147  -2.027  7.086  0.15
H  -7.853  -2.737  8.036  0.15
H  -8.669  -4.964  9.115  0.17
H  -6.541  -3.792  3.760  0.15
C  -2.005  6.550  -3.442  -0.05
C  -2.712  7.903  -3.313  -0.44
C  -2.588  8.638  -1.976  -0.31
F  -3.134  7.911  -0.980  0.10
F  -3.252  9.811  -2.066  0.10
F  -4.012  7.792  -3.656  0.14
F  -2.105  8.728  -4.217  0.10
O  -2.785  5.387  -3.271  0.06
C  -2.962  4.804  -2.055  -0.55
C  -4.439  4.714  -1.662  -0.29
F  -5.001  5.937  -1.606  0.11
F  -4.509  4.152  -0.432  0.09
F  -2.234  5.393  -1.088  0.15
F  -2.536  3.521  -2.153  0.14
H  -1.687  6.502  -4.482  0.15
H  -1.100  6.517  -2.836  0.12
H  -1.538  8.841  -1.748  0.17
H  -4.982  4.097  -2.379  0.16